93
Properties=species:S:1:pos:R:3 method="wB97M-V/def2-TZVPD" orbital_gap_ev=9.89 total_charge=+1 relative_energy_kj_mol=58.34 largest_force_ev_per_a=0.74 e_homo_ev=-11.6 spin_multiplicity=1 energy_ha=-1572.37146
N -1.627 -1.286 -1.792
N -3.282 0.185 -0.578
N 5.439 0.838 1.423
N 1.630 -0.900 1.780
N 3.145 0.880 1.629
N 0.816 1.216 1.509
N -1.093 -0.122 0.114
N -2.454 1.219 1.380
N 0.441 -1.592 -0.751
N 4.210 -1.144 1.844
C 2.116 -3.351 -1.077
C -6.117 2.186 1.952
C -2.360 0.451 0.263
C 1.458 3.014 -0.107
C -6.560 0.946 1.181
C -2.961 -3.847 0.670
C 0.731 2.764 -2.550
C 5.334 -2.041 1.804
C 4.483 -3.376 -0.208
C 3.380 -2.525 -0.843
C -4.895 -2.382 -0.025
C 1.549 1.101 -4.264
C 4.303 0.113 1.667
C 3.547 4.373 0.494
C 2.142 4.388 -0.101
C 1.836 0.451 1.661
C -0.756 -1.023 -0.834
C 0.289 2.998 -1.103
C 0.970 -2.557 -1.697
C -5.399 0.039 0.750
C -3.920 -2.741 1.094
C 1.031 1.295 -2.845
C 5.626 -2.545 0.382
C -4.630 0.676 -0.424
C -5.945 -1.348 0.384
C 0.965 2.643 1.308
H 0.115 0.715 -2.711
H -0.063 3.095 -3.221
H 1.747 0.050 -4.466
H -0.019 3.092 1.466
H 1.633 3.067 2.067
H 3.276 1.867 1.455
H 6.248 -1.592 2.220
H 6.317 0.375 1.595
H -0.417 2.212 -0.829
H 1.319 -2.037 -2.597
H -4.483 -3.070 1.969
H -5.521 2.856 1.335
H -7.229 0.370 1.822
H 2.212 4.746 -1.129
H 3.735 -2.123 -1.794
H -5.146 0.448 -1.360
H 1.020 -1.374 0.066
H -4.337 -2.016 -0.888
H 2.187 2.262 -0.430
H -4.620 1.766 -0.308
H -3.342 -1.861 1.381
H 2.513 -1.385 2.015
H 1.615 3.364 -2.771
H 4.181 3.664 -0.039
H 2.472 1.656 -4.414
H -2.545 -0.799 -1.628
H 6.525 -3.161 0.437
H 1.520 5.095 0.450
H -3.266 1.800 1.496
H -0.236 3.953 -1.033
H -0.346 0.307 0.720
H 0.177 -3.255 -1.986
H 5.064 -2.893 2.434
H 0.819 1.455 -4.987
H -2.380 -3.538 -0.197
H 3.534 4.121 1.554
H -6.657 -1.233 -0.437
H -5.419 -3.290 -0.331
H 2.353 -4.181 -1.744
H 0.806 -1.163 2.300
H -2.275 -4.093 1.477
H 3.998 5.358 0.402
H 3.160 -1.687 -0.185
H -6.495 -1.736 1.243
H -6.988 2.743 2.288
H -1.462 -1.996 -2.484
H 5.442 1.828 1.599
H -7.129 1.247 0.299
H -5.538 1.905 2.830
H 1.777 -3.776 -0.130
H -1.613 1.482 1.866
H -4.717 -0.071 1.598
H -3.512 -4.747 0.407
H 5.839 -1.695 -0.270
H 4.886 -4.052 -0.964
H 4.053 -3.990 0.585
H 1.771 0.915 -2.136

=====

95
Properties=species:S:1:pos:R:3 method="wB97M-V/def2-TZVPD" orbital_gap_ev=9.00 total_charge=0 largest_force_ev_per_a=3.27 e_homo_ev=-8.4 spin_multiplicity=1 energy_ha=-2821.69313
S -2.613 -1.723 -5.016
S -1.165 1.619 -5.650
S 3.080 1.473 -1.281
O 0.267 3.563 -0.880
O -0.938 -0.423 5.054
O 2.371 -1.080 6.012
O -0.748 0.690 1.230
O -3.788 -0.952 -4.471
O 4.062 1.193 -2.326
O 1.746 -2.534 -3.243
O -0.361 0.403 -5.413
C 4.082 -2.837 -3.796
C 2.032 -1.694 -4.397
C 0.820 4.026 0.303
C 2.998 -3.114 -2.757
C 2.413 -2.359 5.311
C -0.164 0.693 4.491
C -0.494 -0.729 1.284
C -0.327 4.198 1.298
C -1.536 4.595 0.415
C -1.828 0.881 0.290
C 1.677 -1.299 7.233
C 1.305 -2.789 7.323
C 1.436 0.858 -1.809
C 3.520 -1.505 -4.349
C -1.907 2.104 -4.130
C -3.024 -3.418 -5.098
C -2.227 0.024 5.338
C -0.837 1.934 5.127
C 1.262 -3.212 5.796
C -2.058 -0.389 -0.459
C -1.716 -1.366 0.671
C -1.034 4.263 -1.007
C 3.462 0.313 0.005
C -1.402 -1.882 -3.664
C -2.311 1.510 5.047
C -2.686 1.163 -6.599
H 1.748 -2.269 -5.305
H 0.909 0.489 4.792
H 1.330 -0.816 -4.445
H 0.350 -2.951 7.844
H 4.043 -1.175 -5.244
H -1.503 -2.304 0.230
H -2.167 3.178 -4.263
H -3.532 -3.745 -4.194
H -1.486 -0.545 -1.375
H -1.724 3.679 -1.582
H 4.209 -3.555 -4.630
H 2.792 -4.182 -2.536
H 1.412 4.936 0.154
H -0.145 4.849 2.123
H -2.405 0.766 -7.555
H -0.793 5.219 -1.590
H -1.705 5.712 0.474
H -0.914 -0.897 -3.541
H 3.307 -2.627 -1.774
H -0.303 -1.036 2.308
H -2.499 4.054 0.636
H 5.059 -2.719 -3.267
H 0.718 0.948 -0.960
H -1.552 1.774 -0.294
H 2.410 -2.021 4.226
H -3.053 -0.590 -0.859
H -0.582 2.827 4.496
H 4.421 0.580 0.363
H 3.386 -2.807 5.642
H -2.652 1.223 0.916
H 3.428 -0.660 -0.492
H 1.180 1.461 -2.699
H 2.677 0.327 0.837
H -3.806 -3.522 -5.912
H 1.478 -0.229 -2.012
H 2.079 -3.324 7.860
H -2.889 -0.471 4.623
H -1.092 2.098 -3.375
H 1.410 -4.292 5.572
H 1.519 3.227 0.698
H 0.290 -2.875 5.443
H -0.817 -2.695 -4.003
H -2.800 1.826 4.127
H 0.707 -0.811 7.180
H -2.810 2.085 5.811
H -3.247 2.056 -6.704
H -2.737 1.536 -3.820
H -0.449 3.150 1.637
H 0.384 -1.001 0.720
H -2.485 -0.216 6.386
H -3.217 0.447 -5.941
H -2.178 -4.006 -5.262
H -2.490 -1.420 1.457
H 3.800 -0.713 -3.614
H -0.472 2.127 6.174
H -0.278 0.821 3.398
H 2.348 -0.958 7.998
H -1.983 -2.161 -2.760

=====

LUMO level list, top to bottom, in eV: -1.7 0.6